C6H13N | wB97M-V/def2-TZVPD

Each atom is followed by the atoms it is bonded to, with distances in Å.
CARTESIAN COORDINATES (ANGSTROEM)
1 C -1.569 1.646 0.343  C2 1.495, H5 1.098, H6 1.095, H7 1.092
2 C -1.449 0.162 0.478  C1 1.495, N3 1.264, H8 1.102
3 N -1.412 -0.624 -0.510  C2 1.264, C4 1.449
4 C -1.455 -2.043 -0.222  N3 1.449, H9 1.095, H10 1.102, H11 1.095
5 H -2.522 1.935 0.805  C1 1.098
6 H -0.773 2.178 0.874  C1 1.095
7 H -1.574 1.938 -0.709  C1 1.092
8 H -1.453 -0.221 1.512  C2 1.102
9 H -0.552 -2.536 -0.597  C4 1.095
10 H -1.561 -2.266 0.853  C4 1.102
11 H -2.306 -2.479 -0.756  C4 1.095
12 C 1.421 1.086 -1.267  C13 1.334, H15 1.094, H16 1.077
13 C 2.109 0.734 -0.180  C12 1.334, C14 1.517, H17 1.079
14 C 1.984 -0.582 0.565  C13 1.517, H18 1.097, H19 1.101, H20 1.099
15 H 1.577 2.049 -1.764  C12 1.094
16 H 0.743 0.401 -1.748  C12 1.077
17 H 2.888 1.380 0.195  C13 1.079
18 H 2.942 -1.115 0.504  C14 1.097
19 H 1.802 -0.425 1.640  C14 1.101
20 H 1.194 -1.235 0.171  C14 1.099

The value obtained for the HOMO-LUMO gap is 10.61 eV. The highest occupied orbital energy comes out at -9.44 eV. Its energy relative to the best compared isomer or geometry (same formula, charge and spin) is 121.51 kJ/mol. For the maximum force, the calculation gives 0.0133 Eh/bohr. The SMILES is C/C=N/C.C=CC. The value obtained for the LUMO energy is 1.167 eV.

Atom charges from the Mulliken analysis, given in e for atoms 1 to 6: number 1, C, carries -1.158; number 2, C, carries 0.177; number 3, N, carries -0.348; number 4, C, carries -0.778; number 5, H, carries 0.406; number 6, H, carries 0.296